Record 1
216
Properties=species:S:1:pos:R:3:lowdin_charge:R:1 method="wB97M-V/def2-TZVPD" homo_ev=-9.1 homo_lumo_gap_ev=9.32 energy_ev=-136642.22372 max_force_ev_per_a=3.91
O 7.034 -4.027 -1.660 0.003
C 6.134 -3.486 -2.325 -0.556
N 5.249 -2.561 -1.855 0.173
C 6.025 -3.628 -3.864 -0.024
H 4.621 -2.133 -2.515 0.087
H 5.252 -2.314 -0.900 0.048
H 5.084 -4.145 -4.069 0.058
H 6.763 -4.290 -4.363 0.084
H 5.964 -2.674 -4.406 0.077
O -5.470 -3.341 2.475 0.009
C -4.276 -3.314 2.259 -0.584
N -3.414 -4.220 2.781 0.188
C -3.662 -2.263 1.387 0.010
H -3.785 -5.101 3.094 0.112
H -2.427 -4.157 2.724 0.041
H -2.589 -2.243 1.526 0.055
H -4.260 -1.366 1.505 0.065
H -3.908 -2.448 0.359 0.050
O -5.436 -2.003 -1.689 -0.034
C -6.636 -2.244 -1.515 -0.546
N -6.974 -2.523 -0.217 0.179
C -7.651 -2.177 -2.656 0.008
H -7.946 -2.636 0.081 0.115
H -6.319 -2.243 0.517 0.081
H -8.521 -2.836 -2.477 0.081
H -7.159 -2.485 -3.602 0.097
H -7.986 -1.133 -2.558 0.091
O 0.051 -1.526 2.966 -0.021
C -0.120 -2.543 3.635 -0.533
N -0.371 -3.766 3.079 0.177
C -0.148 -2.525 5.152 0.028
H 0.098 -3.975 2.188 0.085
H -0.261 -4.498 3.786 0.067
H -0.638 -1.567 5.408 0.095
H 0.919 -2.385 5.343 0.066
H -0.578 -3.440 5.559 0.079
O -3.061 0.896 -5.632 0.029
C -2.724 1.072 -4.503 -0.631
N -1.816 0.349 -3.843 0.200
C -3.253 2.239 -3.690 0.010
H -1.430 -0.490 -4.270 0.071
H -1.657 0.458 -2.841 0.057
H -3.757 1.788 -2.820 0.082
H -4.021 2.733 -4.262 0.077
H -2.441 2.894 -3.395 0.068
O 4.986 2.030 4.353 0.014
C 5.612 1.156 3.780 -0.620
N 5.118 0.453 2.732 0.198
C 6.894 0.654 4.319 -0.019
H 4.247 0.804 2.316 0.076
H 5.703 -0.248 2.302 0.097
H 6.818 0.654 5.410 0.079
H 7.747 1.268 3.995 0.095
H 7.058 -0.401 4.104 0.077
O -0.406 1.157 6.413 0.029
C -0.957 2.219 6.322 -0.663
N -2.160 2.406 5.787 0.195
C -0.225 3.431 6.788 -0.014
H -2.692 1.586 5.524 0.080
H -2.421 3.353 5.529 0.101
H -0.380 4.348 6.222 0.076
H 0.879 3.231 6.644 0.098
H -0.435 3.427 7.886 0.102
O -0.740 5.294 0.743 -0.030
C -0.608 5.401 -0.498 -0.538
N -0.334 4.348 -1.324 0.189
C -0.567 6.779 -1.169 0.009
H -0.507 3.453 -0.914 0.061
H -0.324 4.486 -2.314 0.050
H 0.360 7.227 -0.717 0.103
H -1.417 7.366 -0.845 0.079
H -0.438 6.635 -2.236 0.043
O 1.350 -4.976 1.044 0.024
C 2.000 -5.113 0.044 -0.588
N 3.285 -4.692 -0.090 0.201
C 1.507 -5.949 -1.108 0.017
H 3.670 -4.037 0.590 0.104
H 3.694 -4.655 -0.982 0.071
H 2.300 -6.531 -1.518 0.075
H 1.030 -5.286 -1.800 0.060
H 0.775 -6.543 -0.571 0.091
O 6.382 3.029 -1.948 -0.036
C 6.088 2.440 -0.869 -0.512
N 5.220 3.077 -0.028 0.170
C 6.338 0.977 -0.643 0.000
H 5.022 4.032 -0.284 0.092
H 4.524 2.461 0.356 0.037
H 6.720 0.859 0.351 0.059
H 7.021 0.626 -1.396 0.085
H 5.403 0.395 -0.644 0.066
O 3.957 0.496 -3.030 0.045
C 2.799 0.872 -3.124 -0.512
N 2.371 2.141 -2.660 0.174
C 1.783 0.010 -3.860 0.001
H 3.054 2.606 -2.066 0.066
H 1.448 2.263 -2.357 0.047
H 2.367 -0.739 -4.372 0.062
H 1.286 0.573 -4.657 0.070
H 0.971 -0.399 -3.263 0.059
O 3.078 1.376 0.835 -0.062
C 2.317 2.298 1.258 -0.490
N 2.077 3.401 0.500 0.216
C 1.766 2.287 2.655 0.022
H 1.508 4.125 0.896 0.090
H 2.425 3.443 -0.450 0.050
H 2.541 2.704 3.301 0.095
H 1.702 1.284 3.059 0.063
H 0.838 2.814 2.734 0.072
O -4.396 0.192 4.851 0.045
C -5.071 -0.782 4.714 -0.619
N -4.930 -1.907 5.434 0.182
C -6.293 -0.853 3.824 -0.002
H -4.343 -1.825 6.248 0.117
H -5.675 -2.546 5.349 0.084
H -5.904 -0.579 2.874 0.039
H -6.846 -0.018 4.231 0.090
H -6.856 -1.782 3.902 0.079
O 3.695 -2.381 4.516 -0.002
C 3.583 -1.424 5.282 -0.559
N 4.255 -1.339 6.463 0.170
C 2.535 -0.365 5.113 -0.015
H 4.264 -0.487 7.029 0.124
H 5.048 -1.946 6.551 0.103
H 1.893 -0.468 4.258 0.040
H 3.034 0.597 5.093 0.071
H 1.837 -0.304 5.980 0.098
O -5.357 0.616 0.894 0.031
C -5.942 1.641 0.713 -0.618
N -5.418 2.752 0.104 0.167
C -7.415 1.683 1.037 0.000
H -4.423 2.748 -0.117 0.104
H -6.068 3.553 0.097 0.119
H -7.916 2.447 0.518 0.053
H -7.671 1.851 2.095 0.092
H -7.733 0.691 0.733 0.080
O 0.143 -5.980 5.166 0.024
C 1.299 -5.639 5.260 -0.581
N 1.836 -5.029 6.378 0.177
C 2.294 -5.836 4.133 -0.001
H 1.336 -4.915 7.209 0.088
H 2.728 -4.592 6.238 0.088
H 2.253 -5.001 3.447 0.055
H 1.980 -6.643 3.476 0.089
H 3.327 -5.981 4.427 0.083
O 3.041 5.095 -1.804 -0.025
C 3.629 5.582 -2.782 -0.582
N 4.727 5.115 -3.401 0.191
C 3.004 6.849 -3.286 -0.011
H 5.100 5.543 -4.262 0.128
H 5.224 4.393 -2.868 0.071
H 3.598 7.436 -4.035 0.092
H 2.935 7.403 -2.354 0.083
H 1.977 6.723 -3.580 0.052
O -3.083 5.313 3.289 0.050
C -3.447 4.167 3.103 -0.590
N -2.850 3.340 2.158 0.150
C -4.710 3.548 3.630 -0.013
H -1.970 3.676 1.731 0.075
H -2.935 2.369 2.402 0.073
H -4.663 2.513 3.842 0.038
H -5.436 3.628 2.870 0.054
H -5.000 4.031 4.572 0.097
O -0.489 -2.283 -4.409 -0.025
C 0.148 -3.266 -4.787 -0.543
N -0.051 -4.495 -4.268 0.170
C 1.322 -3.104 -5.776 0.003
H -0.805 -4.677 -3.565 0.054
H 0.363 -5.298 -4.739 0.116
H 1.205 -2.087 -6.115 0.059
H 1.318 -3.700 -6.700 0.087
H 2.232 -3.139 -5.205 0.066
O 4.180 -1.461 0.530 -0.008
C 3.021 -1.496 0.890 -0.627
N 2.659 -1.828 2.123 0.226
C 1.910 -1.254 -0.068 0.016
H 3.318 -2.040 2.826 0.044
H 1.723 -1.577 2.385 0.038
H 0.913 -1.285 0.374 0.051
H 2.013 -2.047 -0.790 0.085
H 2.125 -0.250 -0.474 0.082
O -0.311 3.397 -9.025 0.007
C -0.690 2.463 -8.316 -0.591
N -1.602 2.681 -7.283 0.157
C -0.078 1.126 -8.304 -0.007
H -2.118 1.973 -6.807 0.036
H -2.054 3.574 -7.282 0.107
H -0.716 0.373 -7.893 0.074
H 0.871 1.180 -7.752 0.087
H 0.163 1.049 -9.392 0.106
O -0.808 1.111 -1.247 -0.015
C -1.043 0.223 -0.413 -0.523
N -1.124 0.563 0.889 0.211
C -1.363 -1.259 -0.666 0.001
H -0.605 1.349 1.195 0.083
H -1.293 -0.107 1.607 0.072
H -1.224 -1.829 0.247 0.054
H -0.684 -1.600 -1.461 0.086
H -2.353 -1.418 -1.053 0.063
O -2.020 -5.180 -2.511 0.004
C -2.971 -4.447 -2.292 -0.532
N -3.078 -3.212 -2.849 0.183
C -4.228 -4.878 -1.511 0.018
H -2.322 -2.771 -3.342 0.064
H -3.956 -2.710 -2.613 0.072
H -4.479 -4.133 -0.751 0.050
H -4.185 -5.887 -1.154 0.076
H -5.034 -4.826 -2.242 0.084
O -0.302 5.342 -4.214 -0.047
C 0.285 4.791 -5.188 -0.508
N 0.749 5.619 -6.148 0.174
C 0.507 3.273 -5.251 0.013
H 0.920 5.231 -7.064 0.098
H 0.404 6.565 -6.172 0.114
H 1.026 3.034 -4.326 0.054
H 0.962 3.018 -6.161 0.052
H -0.504 2.826 -5.178 0.072

---

Record 2
79
Properties=species:S:1:pos:R:3:lowdin_charge:R:1 method="wB97M-V/def2-TZVPD" homo_ev="-10.1 / -10.6" total_charge=+1 homo_lumo_gap_ev="8.03 / 6.14" energy_ev=-71054.38917 max_force_ev_per_a=0.38 multiplicity=5
Rh -0.233 -0.291 -0.468 0.989
C -3.935 -0.572 -1.166 -0.050
C -4.376 -0.010 0.158 -0.263
C -5.652 0.530 0.297 -0.030
C -6.102 1.019 1.514 -0.055
C -5.282 0.979 2.632 -0.065
C -4.008 0.448 2.519 -0.099
C -3.554 -0.041 1.294 -0.332
P -1.923 -0.792 1.185 1.026
C -0.901 -0.232 2.576 -0.325
C -0.290 -1.198 3.378 -0.070
C 0.638 -0.835 4.338 -0.063
C 0.963 0.502 4.504 -0.062
C 0.359 1.468 3.713 -0.044
C -0.574 1.133 2.737 -0.283
C -1.197 2.232 1.913 -0.047
C -2.177 -2.575 1.314 -0.315
C -3.319 -3.046 1.949 -0.069
C -3.640 -4.397 1.945 -0.052
C -2.823 -5.298 1.264 -0.057
C -1.690 -4.856 0.622 -0.021
C -1.305 -3.490 0.645 -0.295
C -0.111 -3.131 0.003 0.075
H -4.639 -0.306 -1.952 0.086
H -3.871 -1.664 -1.130 0.091
H -2.951 -0.198 -1.460 0.040
H -6.303 0.564 -0.569 0.118
H -7.101 1.431 1.589 0.113
H -5.630 1.356 3.585 0.112
H -3.359 0.409 3.387 0.114
H -0.545 -2.244 3.248 0.109
H 1.099 -1.595 4.956 0.112
H 1.685 0.798 5.256 0.112
H 0.612 2.513 3.859 0.117
H -0.638 3.160 2.034 0.086
H -2.229 2.421 2.212 0.081
H -1.217 1.987 0.850 0.034
H -3.986 -2.348 2.440 0.109
H -4.532 -4.739 2.452 0.112
H -3.081 -6.349 1.237 0.114
H -1.054 -5.558 0.097 0.121
H 0.430 -3.815 -0.631 0.073
H 0.407 -2.184 0.177 0.005
N 6.828 1.570 -2.385 0.114
C 5.643 0.895 -2.598 -0.317
C 4.810 1.236 -3.673 -0.017
C 3.605 0.589 -3.862 -0.062
C 3.203 -0.399 -2.970 -0.307
C 4.022 -0.758 -1.906 -0.079
C 5.233 -0.118 -1.720 -0.044
S 1.650 -1.194 -3.170 0.611
O 1.670 -2.390 -2.372 -0.315
O 1.318 -1.239 -4.559 -0.263
N 0.607 -0.204 -2.365 -0.208
C 0.244 1.043 -2.778 -0.489
N -0.604 1.595 -1.870 0.027
C -1.090 2.803 -2.125 -0.117
C -0.726 3.494 -3.267 -0.040
C 0.196 2.871 -4.096 -0.088
N 0.692 1.658 -3.866 0.155
H 7.211 2.062 -3.174 0.098
H 7.527 1.088 -1.845 0.097
H 5.126 2.001 -4.371 0.117
H 2.966 0.838 -4.700 0.108
H 3.715 -1.557 -1.242 0.120
H 5.885 -0.419 -0.907 0.116
H -1.771 3.221 -1.393 0.117
H -1.123 4.474 -3.488 0.106
H 0.560 3.371 -4.988 0.121
C 3.756 0.699 1.467 0.012
C 2.601 0.825 0.531 -0.437
C 2.593 1.977 -0.418 0.026
O 1.716 -0.027 0.545 -0.059
H 4.689 0.794 0.906 0.085
H 3.718 -0.247 2.002 0.098
H 3.724 1.531 2.176 0.103
H 3.086 2.848 0.011 0.103
H 1.582 2.218 -0.739 0.070
H 3.176 1.665 -1.294 0.084

---

Record 3
43
Properties=species:S:1:pos:R:3:lowdin_charge:R:1 method="wB97M-V/def2-TZVPD" homo_ev="-14.1 / -14.1" total_charge=+2 homo_lumo_gap_ev="5.94 / 5.94" energy_ev=-79223.17090 max_force_ev_per_a=0.73
Ir 0.296 -0.040 0.059 0.619
Cl -0.277 -0.069 2.256 0.735
C -0.250 1.670 2.708 -0.545
C -0.532 1.971 4.025 -0.079
C -0.504 3.309 4.385 -0.036
C -0.213 4.287 3.442 -0.058
C 0.063 3.933 2.133 -0.674
Cl 0.408 5.129 0.947 0.756
C 0.064 2.592 1.730 -0.653
S 0.445 2.205 0.054 0.621
H -0.759 1.196 4.745 0.122
H -0.710 3.591 5.407 0.128
H -0.197 5.332 3.719 0.127
C 2.575 -1.301 -3.238 -0.054
N 2.795 -2.190 -2.092 -0.009
C 2.728 -1.858 -0.816 -0.680
S 2.496 -0.153 -0.392 0.669
N 2.938 -2.756 0.130 -0.010
C 3.018 -2.478 1.564 -0.054
H 2.696 -1.899 -4.136 0.104
H 3.303 -0.492 -3.245 0.093
H 1.568 -0.889 -3.218 0.080
H 3.068 -3.138 -2.313 0.163
H 3.125 -3.708 -0.155 0.163
H 2.131 -1.946 1.902 0.046
H 3.904 -1.890 1.795 0.103
H 3.076 -3.431 2.082 0.105
C -3.364 2.282 -1.330 -0.115
C -3.978 1.014 -0.760 -0.369
S -2.910 0.287 0.486 0.984
O -1.695 -0.216 -0.387 -0.726
C -3.812 -1.224 0.916 -0.364
C -4.432 -1.100 2.300 -0.116
H -4.104 2.781 -1.954 0.095
H -2.496 2.053 -1.945 0.075
H -3.066 2.973 -0.542 0.081
H -4.148 0.243 -1.512 0.109
H -4.916 1.209 -0.232 0.113
H -3.061 -2.012 0.858 0.097
H -4.555 -1.405 0.139 0.102
H -3.685 -0.851 3.053 0.071
H -4.886 -2.052 2.572 0.094
H -5.215 -0.343 2.324 0.086

---

Record 4
44
Properties=species:S:1:pos:R:3:lowdin_charge:R:1 method="wB97M-V/def2-TZVPD" homo_ev="-13.5 / -15.0" total_charge=+2 homo_lumo_gap_ev="8.20 / 9.49" energy_ev=-71405.54210 max_force_ev_per_a=0.31 multiplicity=3
Ti 0.012 -0.193 0.866 0.421
C 5.214 -1.332 1.985 0.020
C 4.218 -0.414 2.584 -0.295
N 4.391 0.334 3.624 0.170
N 3.204 0.991 3.789 0.071
C 2.288 0.676 2.885 -0.704
S 0.702 1.274 2.731 0.677
N 2.927 -0.232 2.104 -0.077
N 2.318 -0.820 0.987 0.073
H 6.133 -1.251 2.560 0.104
H 5.426 -1.066 0.948 0.096
H 4.874 -2.368 2.019 0.097
H 3.094 1.645 4.551 0.180
H 2.789 -0.499 0.143 0.133
H 2.424 -1.830 1.046 0.131
C -5.045 1.664 0.414 0.021
C -4.481 0.329 0.717 -0.293
N -5.133 -0.769 0.903 0.170
N -4.174 -1.711 1.151 0.069
C -2.937 -1.235 1.122 -0.704
S -1.483 -2.071 1.411 0.668
N -3.117 0.077 0.841 -0.068
N -2.054 0.981 0.734 0.073
H -6.129 1.586 0.399 0.104
H -4.711 2.022 -0.561 0.095
H -4.759 2.393 1.173 0.097
H -4.448 -2.663 1.345 0.179
H -2.118 1.659 1.490 0.123
H -2.121 1.468 -0.156 0.114
C 0.146 -1.819 -4.538 0.007
C 0.158 -0.809 -3.444 -0.268
C 0.267 0.567 -3.487 0.046
C 0.208 1.003 -2.162 -0.324
N 0.074 -0.043 -1.334 -0.070
N 0.066 -1.139 -2.144 0.050
C 0.266 2.397 -1.623 -0.012
H 0.137 -1.315 -5.500 0.095
H -0.731 -2.463 -4.479 0.095
H 1.032 -2.453 -4.494 0.096
H 0.379 1.178 -4.367 0.132
H -0.145 -2.048 -1.764 0.158
H 0.927 3.017 -2.225 0.098
H 0.631 2.414 -0.594 0.064
H -0.718 2.871 -1.651 0.088

---

Record 5
13
Properties=species:S:1:pos:R:3:lowdin_charge:R:1 method="wB97M-V/def2-TZVPD" homo_ev="-7.4 / -7.4" homo_lumo_gap_ev="7.10 / 7.10" energy_ev=-10276.92407 max_force_ev_per_a=4.72
C -0.368 -0.896 1.701 -0.118
C -1.212 -0.566 0.775 -0.016
C 0.001 0.657 -0.685 -0.326
N 2.026 0.259 0.411 -0.017
N -0.752 0.632 -1.835 0.075
O 3.033 -0.387 0.356 0.052
O 1.158 0.005 -0.720 -0.049
H -0.539 -1.494 2.587 0.044
H 0.674 -0.557 1.611 0.012
H -2.229 -0.699 0.511 0.025
H -0.061 1.536 -0.054 0.128
H -0.408 0.080 -2.604 0.098
H -1.323 1.428 -2.055 0.091

---

Record 6
17
Properties=species:S:1:pos:R:3:lowdin_charge:R:1 method="wB97M-V/def2-TZVPD" homo_ev=-8.0 homo_lumo_gap_ev=8.02 energy_ev=-23110.91227 max_force_ev_per_a=6.44
C -3.214 0.768 -0.043 -0.205
C -1.101 0.778 0.244 -0.050
C -1.546 -0.543 0.085 -0.349
C 0.509 -1.509 -0.010 -0.188
C 1.082 0.948 0.074 -0.702
C 2.823 -0.667 -0.081 -0.040
N -2.949 -0.500 -0.127 0.125
N -0.747 -1.630 0.083 0.116
N -2.135 1.613 0.135 0.079
N 1.328 -0.375 0.045 -0.133
S 1.632 2.412 -0.023 0.719
H -4.190 1.067 -0.024 0.087
H 0.982 -2.526 0.128 0.142
H 3.130 -1.682 0.389 0.110
H 3.160 -0.753 -1.143 0.100
H 3.318 0.108 0.529 0.070
H -2.084 2.490 -0.260 0.119

---

Energy above the lowest of the compared OMol25 structures with the same formula, charge and spin (computed, kcal per mole): 30.0 0.0 11.3 1.9 181.6 105.5